ORCA calculation (ωB97M-V with the def2-TZVPD basis set) on a cluster of 8 separate species, H16O8 in total.

Last column: Mulliken charge in e.
Positions of all 24 atoms, in Å:
1 H -0.07500 -3.28053 0.72754  0.295
2 H 0.94731 3.57439 -1.83103  0.303
3 H 0.72978 2.73397 3.36459  0.297
4 O 0.94109 2.30208 2.53692  -0.602
5 H -3.30963 -0.80771 1.75862  0.302
6 H 1.75760 -2.14548 0.50949  0.328
7 O -0.97132 -3.59682 0.84071  -0.620
8 H 1.73124 0.25239 -2.53738  0.276
9 H -2.22458 -0.42145 -2.02415  0.311
10 O -0.61150 0.31022 0.53230  -0.714
11 O 1.22315 -1.83610 -0.22187  -0.707
12 O 1.32601 3.16143 -1.05496  -0.620
13 H -1.42398 -2.88081 1.28644  0.351
14 H 1.83609 -0.05761 -1.05927  0.324
15 H -1.88552 -0.81192 1.24498  0.412
16 H -0.12351 1.10849 0.33018  0.325
17 O -2.66573 -1.36171 1.31734  -0.676
18 H 1.61246 2.29960 -1.35733  0.387
19 H -0.02350 -0.40122 0.27861  0.324
20 H 1.09421 3.02072 1.92346  0.308
21 H -1.06916 0.46966 -1.62059  0.403
22 O -1.65307 0.27245 -2.35297  -0.661
23 H 1.37119 -2.47847 -0.91589  0.299
24 O 1.46638 0.57444 -1.67577  -0.646

Its SMILES is O.O.O.O.O.O.O.O. The energy above the lowest of the compared OMol25 structures with the same formula, charge and spin comes out at 45.5 kcal/mol. The calculation puts the strongest force on any atom at 0.9 eV Å⁻¹. Its charge is 0. Its LUMO energy is -0.20 eV. As for the spin multiplicity: 1. For the molar mass, the calculation gives 144.1 g/mol.